C8H14 | wB97M-V/def2-TZVPD

## Properties
Relative energy (zero: lowest compared OMol25 entry of this formula, charge and spin) ... 35.9 kcal/mol
SMILES string ... C=CC(=C)CCCC
Electronic energy ... -313.16012 Ha
HOMO-LUMO gap ... 0.36444 Ha
Total charge ... 0
HOMO ... -8.8 eV
LUMO level ... 1.10 eV
Spin multiplicity ... 1

Each line ends with the Löwdin charge.
Positions of all 22 atoms, in Å:
C -2.94616 -0.13895 -1.62884  -0.11
C -2.10460 -0.87110 -0.56241  -0.25
C -0.70756 -0.21783 -0.39319  -0.21
C -0.11656 -0.41824 1.00028  -0.20
C 1.40843 1.44419 1.70176  0.05
C 1.20001 0.29175 1.08275  -0.32
C 2.31918 -0.32592 0.26901  -0.14
C 3.42108 0.30092 -0.11550  0.00
H -3.99924 -0.21254 -1.36100  0.06
H -2.75805 0.93751 -1.60342  0.06
H -2.69762 -0.52848 -2.61116  0.07
H -2.54543 -0.80189 0.43632  0.10
H -2.11964 -1.92619 -0.83244  0.10
H -0.02769 -0.71487 -1.09506  0.11
H -0.70563 0.82910 -0.67847  0.11
H 0.01838 -1.46309 1.28543  0.12
H -0.79288 -0.03309 1.76966  0.11
H 0.75983 2.04759 2.33412  0.06
H 2.35215 1.97953 1.71539  0.05
H 2.15960 -1.32360 -0.12554  0.10
H 4.22341 -0.19461 -0.64975  0.05
H 3.65897 1.33983 0.06206  0.05